Record 1
The following is a quantum chemistry calculation of a structure of composition C24H28N2O3P2W in a non-equilibrium geometry, from OMol25.

Computed properties:
HOMO-LUMO gap (alpha / beta)	6.78 / 5.84	eV
LUMO energy (alpha / beta)	-0.28698 / -0.31701	hartree
total charge	+2
2S+1	3
E_HOMO (alpha / beta)	-14.6 / -14.5	eV

Geometry as XYZ:
```
60
C24H28N2O3P2W | OMol25 | ωB97M-V with the def2-TZVPD basis set
C -1.331 3.074 -2.898
C -1.157 1.908 -2.154
C 0.154 1.534 -1.745
C 1.251 2.404 -1.901
C 1.028 3.582 -2.614
C -0.238 3.916 -3.102
C 2.663 1.992 -1.533
C 2.781 0.470 -1.656
C 1.640 -0.361 -1.676
C 1.715 -1.747 -1.964
C 2.953 -2.279 -2.310
C 4.086 -1.469 -2.279
C 4.015 -0.112 -1.956
H -2.334 3.345 -3.232
H 1.893 4.219 -2.794
H -0.392 4.866 -3.610
H 3.330 2.435 -2.306
H 2.999 -3.342 -2.544
H 5.045 -1.901 -2.538
H 4.884 0.547 -2.001
N 0.395 0.224 -1.258
W -0.384 -0.453 0.411
C -2.368 1.131 -1.643
H -2.491 0.119 -2.055
H -3.294 1.689 -1.830
C 0.523 -2.690 -1.779
H -0.343 -2.466 -2.416
H 0.793 -3.738 -1.995
P -2.212 1.105 0.163
P -0.002 -2.679 -0.059
C 1.319 -3.430 0.889
H 1.003 -3.517 1.933
H 1.553 -4.421 0.482
H 2.219 -2.809 0.857
C -1.541 -3.540 0.153
H -1.441 -4.571 -0.206
H -1.799 -3.539 1.218
H -2.322 -3.020 -0.409
C -2.094 2.843 0.657
H -3.122 3.220 0.758
H -1.545 2.899 1.606
H -1.544 3.408 -0.106
C -3.500 0.258 1.041
H -3.170 -0.003 2.058
H -4.339 0.965 1.101
H -3.792 -0.662 0.519
C 1.485 -0.395 1.168
O 2.551 -0.300 1.660
H 3.048 2.514 -0.656
O -0.866 -2.495 2.968
C -0.859 -1.319 3.312
C -1.043 -0.790 4.720
C -0.790 0.697 4.629
C -0.372 0.954 3.189
O 0.126 1.966 2.728
N -0.617 -0.228 2.477
H -2.068 -1.028 5.011
H -0.366 -1.320 5.389
H -1.699 1.277 4.823
H -0.017 1.063 5.304
```

Record 2
The following is a quantum chemistry calculation of a structure of composition C5H5NO in a non-equilibrium geometry, from OMol25.

Computed properties:
HOMO-LUMO gap (alpha / beta)	7.99 / 7.99	eV
LUMO energy (alpha / beta)	-0.01827 / -0.01826	hartree
2S+1	1
E_HOMO (alpha / beta)	-8.5 / -8.5	eV

Geometry as XYZ:
```
12
C5H5NO | OMol25 | ωB97M-V with the def2-TZVPD basis set
O 0.761 1.869 1.316
C 0.808 0.917 0.550
C 1.848 -0.101 0.546
C 2.672 -0.984 0.590
C -0.148 0.972 -0.542
C -1.555 -0.457 -0.797
N -1.488 0.908 -0.218
H 3.414 -1.750 0.640
H -0.680 -0.417 -1.497
H -1.473 -1.216 -0.006
H -2.465 -0.589 -1.362
H -1.695 0.850 0.781
```

Record 3
The following is a quantum chemistry calculation of a cluster of 11 separate species, C42H63O22 in total in a non-equilibrium geometry, from OMol25.

Computed properties:
HOMO-LUMO gap	8.90	eV
LUMO energy	0.05702	hartree
total charge	-1
2S+1	1
E_HOMO	-7.3	eV

Geometry as XYZ:
```
127
C42H63O22 | OMol25 | ωB97M-V with the def2-TZVPD basis set
C 1.626 0.871 0.583
C 0.313 0.169 0.666
O 0.168 -0.803 -0.101
O -0.524 0.668 1.442
H 2.458 0.307 0.162
H 1.892 1.207 1.586
H 1.446 1.748 -0.039
O -1.439 -1.633 7.714
C -1.636 -1.755 6.511
O -0.684 -1.568 5.580
C -1.226 -1.467 4.256
C -2.457 -2.253 4.390
C -2.959 -2.043 5.816
H -0.570 -1.951 3.532
H -1.331 -0.445 3.893
H -2.209 -3.301 4.221
H -3.107 -2.093 3.530
H -3.567 -2.841 6.242
H -3.611 -1.184 5.975
O -6.072 -3.276 -0.839
C -5.096 -2.521 -0.680
O -3.822 -2.852 -0.943
C -2.892 -1.850 -0.522
C -3.710 -0.859 0.266
C -5.148 -1.059 -0.213
H -2.464 -1.401 -1.419
H -2.099 -2.163 0.156
H -3.403 0.173 0.097
H -3.542 -1.073 1.322
H -5.415 -0.483 -1.099
H -5.809 -0.928 0.645
O 4.333 -3.042 -0.726
C 4.073 -2.428 0.289
O 4.882 -1.440 0.655
C 4.420 -0.787 1.848
C 3.348 -1.660 2.434
C 2.975 -2.617 1.344
H 4.024 0.222 1.732
H 5.342 -0.712 2.424
H 2.472 -1.100 2.760
H 3.689 -2.191 3.323
H 2.014 -2.309 0.931
H 2.834 -3.648 1.667
O 0.364 7.218 1.652
C 0.341 5.993 1.728
O -0.192 5.251 0.695
C -0.006 3.886 0.921
C 0.269 3.827 2.448
C 0.903 5.112 2.818
H 0.866 3.485 0.404
H -0.901 3.329 0.643
H 0.749 2.893 2.742
H -0.702 3.701 2.928
H 1.979 5.014 2.674
H 0.826 5.358 3.877
O 2.427 7.252 -2.439
C 2.335 6.057 -2.717
O 2.993 5.567 -3.752
C 2.697 4.180 -3.980
C 2.225 3.796 -2.544
C 1.604 5.029 -1.960
H 3.624 3.715 -4.316
H 1.943 4.065 -4.759
H 3.065 3.436 -1.948
H 1.572 2.956 -2.781
H 1.489 5.187 -0.887
H 0.598 4.945 -2.369
O 5.574 1.564 -3.577
C 4.754 0.663 -3.328
O 4.338 -0.120 -4.250
C 3.324 -0.945 -3.702
C 2.973 -0.277 -2.423
C 4.268 0.285 -1.968
H 3.726 -1.931 -3.469
H 2.555 -1.160 -4.444
H 2.638 -1.008 -1.687
H 2.154 0.440 -2.366
H 4.996 -0.416 -1.559
H 4.240 1.168 -1.329
O -1.576 3.684 -4.612
C -1.520 2.576 -4.073
O -0.980 2.390 -2.852
C -1.181 1.007 -2.482
C -2.087 0.390 -3.514
C -1.896 1.254 -4.710
H -1.664 1.005 -1.505
H -0.197 0.539 -2.458
H -3.090 0.475 -3.096
H -1.839 -0.592 -3.916
H -2.855 1.440 -5.193
H -1.080 0.983 -5.380
O 1.587 -2.838 -6.780
C 1.164 -2.889 -5.616
O 1.809 -3.760 -4.735
C 1.055 -3.917 -3.517
C 0.140 -2.644 -3.477
C 0.081 -2.107 -4.918
H 1.639 -4.102 -2.616
H 0.452 -4.800 -3.729
H 0.490 -1.975 -2.691
H -0.889 -2.926 -3.255
H 0.287 -1.036 -4.906
H -0.889 -2.275 -5.386
O -4.759 4.578 2.866
C -4.172 3.537 3.226
O -3.813 2.683 2.306
C -2.974 1.638 2.922
C -3.322 1.711 4.406
C -3.823 3.113 4.630
H -1.997 2.072 2.711
H -3.166 0.726 2.357
H -2.434 1.622 5.032
H -4.088 1.015 4.749
H -3.013 3.655 5.118
H -4.725 3.150 5.242
O 2.122 -6.682 0.999
C 1.208 -5.902 1.007
O 1.226 -4.860 0.147
C 0.098 -4.087 0.233
C -0.517 -4.516 1.610
C -0.114 -5.913 1.722
H -0.573 -4.357 -0.583
H 0.276 -3.014 0.311
H -1.602 -4.430 1.660
H 0.016 -3.988 2.400
H -0.842 -6.537 1.205
H -0.101 -6.246 2.760
```

Respective total energy values: -2015.8547; -323.2865; -3293.5936 a.u..
Respective energy relative to the best compared isomer or geometry (same formula, charge and spin) values: 0.0; 146.3; 0.0 kcal per mole.